No. 1
Entry from the OMol25 dataset: a cluster of 2 separate species, C2H9N2 in total (ωB97M-V with the def2-TZVPD basis set).

**Total charge**: +1
**E**: -5193.489 eV
**Kohn-Sham gap**: 11.39 eV
**Maximum force**: 0.013 Eh/bohr

CARTESIAN COORDINATES (ANGSTROEM)
C1 -1.201 1.062 -0.358
C2 0.333 0.703 1.488
N1 -0.096 0.400 0.338
H1 -2.047 0.381 -0.349
H2 -0.866 1.357 -1.348
H3 -1.472 1.980 0.164
H4 1.150 0.121 1.902
H5 -0.082 1.516 2.075
N2 0.875 -1.755 -1.080
H6 0.395 -0.411 -0.183
H7 1.836 -1.934 -1.364
H8 0.605 -2.620 -0.612
H9 0.341 -1.770 -1.947

No. 2
Entry from the OMol25 dataset: the ion C2H9N2 with charge +2 (ωB97M-V with the def2-TZVPD basis set).

**2S+1**: 2
**Total charge**: +2
**E**: -5178.631 eV
**Kohn-Sham gap (alpha / beta)**: 14.71 / 9.31 eV
**Expectation value of S²**: 0.7549
**Maximum force**: 0.063 Eh/bohr

CARTESIAN COORDINATES (ANGSTROEM)
N1 1.485 -0.510 -0.370
C1 0.789 0.646 0.162
C2 -0.686 0.376 0.781
N2 -1.285 -0.491 -0.307
H1 1.884 -0.313 -1.324
H2 -0.765 -0.530 -1.179
H3 2.211 -1.088 0.076
H4 0.532 1.368 -0.595
H5 1.264 1.205 0.971
H6 -1.260 1.312 0.851
H7 -0.649 -0.103 1.743
H8 -2.208 -0.379 -0.762
H9 -1.311 -1.493 -0.046

No. 3
Entry from the OMol25 dataset: a cluster of 2 separate species, C2H9N2O in total (ωB97M-V with the def2-TZVPD basis set).

**2S+1**: 2
**E**: -7244.680 eV
**Kohn-Sham gap (alpha / beta)**: 3.53 / 11.53 eV
**Expectation value of S²**: 0.7505
**Maximum force**: 0.024 Eh/bohr

CARTESIAN COORDINATES (ANGSTROEM)
C1 0.673 -1.983 -1.352
N1 0.420 -0.555 -1.549
H1 1.216 -2.367 -2.216
H2 1.192 -2.185 -0.420
H3 -0.244 -2.571 -1.325
H4 -0.005 -0.334 -2.482
H5 1.284 0.034 -1.417
H6 -0.234 -0.135 -0.864
C2 -0.984 1.220 1.562
N2 -0.398 2.144 2.336
O1 -0.490 0.661 0.608
H7 -2.057 1.112 1.769
H8 0.584 2.370 2.312
H9 -0.958 2.590 3.040

No. 4
Entry from the OMol25 dataset: a cluster of 3 separate species, C2H9N2O in total (ωB97M-V with the def2-TZVPD basis set).

**2S+1**: 2
**E**: -7244.748 eV
**Kohn-Sham gap (alpha / beta)**: 10.96 / 8.66 eV
**Expectation value of S²**: 0.7824
**Maximum force**: 0.016 Eh/bohr

CARTESIAN COORDINATES (ANGSTROEM)
C1 -2.079 0.418 0.067
N1 -0.660 0.261 0.200
C2 0.058 0.357 -0.918
N2 1.342 0.326 -0.814
H1 -2.595 -0.100 0.868
H2 -2.315 1.483 0.161
H3 -2.491 0.108 -0.894
H4 0.862 -4.185 0.124
H5 -0.461 0.458 -1.879
H6 0.738 -4.232 -0.620
H7 1.822 0.412 -1.709
H8 2.518 2.081 1.911
H9 1.483 1.092 1.346
O1 1.779 1.520 2.160

No. 5
Entry from the OMol25 dataset: a cluster of 3 separate species, C2H9N2O in total (ωB97M-V with the def2-TZVPD basis set).

**Total charge**: +1
**E**: -7234.884 eV
**Kohn-Sham gap**: 5.00 eV
**Maximum force**: 0.020 Eh/bohr

CARTESIAN COORDINATES (ANGSTROEM)
C1 0.613 0.341 -2.159
N1 0.151 0.224 -0.852
C2 -0.714 -0.772 -0.595
N2 -1.306 -0.671 0.556
H1 1.306 -0.518 -2.314
H2 1.189 1.248 -2.310
H3 -0.198 0.220 -2.912
H4 0.944 -2.054 1.441
H5 -0.908 -1.595 -1.307
H6 1.557 -2.390 1.693
H7 -2.089 -1.340 0.558
H8 0.103 1.361 1.528
H9 0.689 1.748 2.908
O1 0.592 1.022 2.286

No. 6
Entry from the OMol25 dataset: a cluster of 2 separate species, C2H9N2O in total (ωB97M-V with the def2-TZVPD basis set).

**Total charge**: +1
**E**: -7240.388 eV
**Kohn-Sham gap**: 10.21 eV
**Maximum force**: 0.057 Eh/bohr

CARTESIAN COORDINATES (ANGSTROEM)
C1 -1.543 1.096 1.180
N1 0.568 0.920 -1.725
C2 0.289 0.953 -0.436
N2 -0.803 1.602 -0.020
H1 -1.689 1.800 1.968
H2 -0.795 0.403 1.376
H3 -2.512 0.860 0.823
H4 1.484 0.579 -1.984
H5 0.007 1.543 -2.350
H6 0.746 0.251 0.312
H7 -1.204 2.448 -0.587
H8 1.551 -4.447 1.383
H9 0.520 -3.935 0.448
O1 1.383 -3.681 0.796

No. 7
Entry from the OMol25 dataset: a cluster of 2 separate species, C2H9N2O in total (ωB97M-V with the def2-TZVPD basis set).

**Total charge**: +1
**E**: -7240.187 eV
**Kohn-Sham gap**: 9.39 eV
**Maximum force**: 0.088 Eh/bohr

CARTESIAN COORDINATES (ANGSTROEM)
C1 -0.104 0.490 -1.585
C2 0.840 -0.322 2.199
N1 -0.429 0.783 -3.060
N2 1.762 -1.331 2.476
O1 0.515 0.076 1.134
H1 -0.386 -0.514 -1.527
H2 -0.863 0.934 -0.907
H3 1.043 0.559 -1.354
H4 0.265 0.103 3.154
H5 0.098 0.298 -3.822
H6 -1.297 0.363 -3.391
H7 2.244 -1.404 3.360
H8 2.158 -1.856 1.716
H9 -0.794 1.723 -3.238

No. 8
Entry from the OMol25 dataset: a cluster of 2 separate species, C2H9N2O2 in total (ωB97M-V with the def2-TZVPD basis set).

**2S+1**: 2
**Total charge**: +2
**E**: -9274.798 eV
**Kohn-Sham gap (alpha / beta)**: 10.00 / 5.33 eV
**Expectation value of S²**: 0.7550
**Maximum force**: 0.034 Eh/bohr

CARTESIAN COORDINATES (ANGSTROEM)
N1 -2.353 -0.257 0.656
C1 -1.046 0.106 -0.065
C2 -0.026 -1.046 -0.147
N2 1.238 -0.814 -0.126
O1 -0.604 -2.172 -0.143
H1 -2.141 -0.392 1.653
H2 -3.074 0.479 0.587
H3 -2.678 -1.181 0.350
H4 -0.670 1.054 0.325
H5 -1.342 0.184 -1.122
H6 1.509 0.149 0.126
H7 1.931 -1.337 -0.659
H8 3.568 1.845 0.149
H9 2.886 1.863 -1.241
O2 2.802 1.518 -0.341

No. 9
Entry from the OMol25 dataset: a cluster of 2 separate species, C2H9N2OP in total (ωB97M-V with the def2-TZVPD basis set).

**2S+1**: 3
**E**: -16532.946 eV
**Kohn-Sham gap (alpha / beta)**: 7.42 / 6.62 eV
**Expectation value of S²**: 2.0080
**Maximum force**: 0.138 Eh/bohr

CARTESIAN COORDINATES (ANGSTROEM)
C1 0.216 -0.935 2.319
C2 0.691 -0.191 1.081
N1 -0.409 0.980 -3.123
N2 -0.266 0.762 0.493
O1 -0.547 -1.503 -2.362
P1 0.370 -0.406 -2.571
H1 0.943 -1.482 2.695
H2 -0.320 -0.214 3.084
H3 -0.653 -1.549 1.904
H4 1.505 0.468 1.214
H5 1.032 -0.892 0.168
H6 0.160 1.662 -3.592
H7 -1.178 1.431 -2.710
H8 -0.380 1.473 1.175
H9 -1.162 0.395 0.226

No. 10
Entry from the OMol25 dataset: a cluster of 2 separate species, C2H9N3 in total (ωB97M-V with the def2-TZVPD basis set).

**E**: -6688.151 eV
**Kohn-Sham gap**: 9.84 eV
**SMILES**: C=N.NCN
**Maximum force**: 0.083 Eh/bohr

CARTESIAN COORDINATES (ANGSTROEM)
C1 -2.203 1.294 1.777
N1 -1.718 2.317 1.086
H1 -2.731 0.539 1.248
H2 -2.227 1.174 2.868
H3 -1.458 3.105 1.643
N2 1.738 -0.266 -1.757
C2 1.444 -1.535 -1.139
N3 0.692 -1.535 0.128
H4 0.884 -0.062 -2.261
H5 1.850 0.426 -1.032
H6 0.604 -1.816 -1.885
H7 2.315 -2.221 -1.047
H8 0.356 -2.464 0.160
H9 -0.022 -0.842 0.274

No. 11
Entry from the OMol25 dataset: a cluster of 2 separate species, C2H9N3 in total (ωB97M-V with the def2-TZVPD basis set).

**E**: -6689.490 eV
**Kohn-Sham gap**: 10.45 eV
**SMILES**: C/N=C\N.N
**Maximum force**: 0.013 Eh/bohr

CARTESIAN COORDINATES (ANGSTROEM)
C1 0.727 -0.539 -1.512
N1 -0.182 -2.066 0.630
C2 1.158 -1.537 0.547
N2 1.616 -0.879 -0.418
H1 1.311 -0.575 -2.433
H2 0.367 0.483 -1.397
H3 -0.124 -1.212 -1.614
H4 -0.142 -3.071 0.750
H5 -0.612 -1.696 1.471
H6 1.779 -1.783 1.410
N3 -1.715 3.074 0.662
H7 -1.745 3.903 1.236
H8 -0.905 2.548 0.967
H9 -1.534 3.350 -0.298

No. 12
Entry from the OMol25 dataset: the molecule C2H9N3 (ωB97M-V with the def2-TZVPD basis set).

**E**: -6686.847 eV
**Kohn-Sham gap**: 8.86 eV
**SMILES**: CN(N)CN
**Maximum force**: 0.083 Eh/bohr

CARTESIAN COORDINATES (ANGSTROEM)
C1 -0.975 0.807 -0.266
C2 1.470 -0.015 -0.354
N1 0.062 -0.327 -0.150
N2 -0.219 -1.731 -0.096
N3 -1.043 1.144 1.120
H1 -0.707 -1.914 0.778
H2 -0.842 -1.980 -0.865
H3 -0.319 1.821 1.345
H4 -0.449 0.058 1.278
H5 -0.603 1.591 -0.936
H6 -1.897 0.331 -0.626
H7 2.052 -0.357 0.504
H8 1.625 1.060 -0.463
H9 1.843 -0.488 -1.268

No. 13
Entry from the OMol25 dataset: the molecule C2H9N3 (ωB97M-V with the def2-TZVPD basis set).

**E**: -6687.439 eV
**Kohn-Sham gap**: 9.66 eV
**SMILES**: CCN(N)N
**Maximum force**: 0.111 Eh/bohr

CARTESIAN COORDINATES (ANGSTROEM)
C1 -1.836 0.167 0.318
C2 -0.541 -0.484 -0.193
N1 1.875 -0.589 0.154
N2 0.838 1.431 -0.081
N3 0.693 0.141 0.411
H1 -1.715 1.226 0.361
H2 -2.584 -0.232 -0.159
H3 -2.078 -0.254 1.310
H4 -0.502 -1.564 0.045
H5 -0.602 -0.686 -1.258
H6 1.964 -0.848 -0.929
H7 1.922 -1.358 0.817
H8 1.707 1.666 0.317
H9 0.858 1.384 -1.113

No. 14
Entry from the OMol25 dataset: a cluster of 2 separate species, C2H9N3 in total (ωB97M-V with the def2-TZVPD basis set).

**E**: -6688.162 eV
**Kohn-Sham gap**: 9.80 eV
**SMILES**: C=N.NCN
**Maximum force**: 0.077 Eh/bohr

CARTESIAN COORDINATES (ANGSTROEM)
C1 -2.446 -1.060 -1.179
N1 -1.700 -1.261 -2.231
H1 -3.237 -1.859 -1.103
H2 -2.745 -0.158 -0.680
H3 -1.453 -0.424 -2.742
N2 0.921 1.021 -0.201
C2 0.774 0.708 1.202
N3 1.903 -0.026 1.890
H4 1.089 0.293 -0.868
H5 1.492 1.840 -0.373
H6 0.485 1.602 1.706
H7 -0.006 -0.061 1.382
H8 2.007 -0.912 1.427
H9 2.916 0.296 1.770

No. 15
Entry from the OMol25 dataset: a cluster of 2 separate species, C2H9N3O in total (ωB97M-V with the def2-TZVPD basis set).

**E**: -8737.609 eV
**Kohn-Sham gap**: 9.98 eV
**SMILES**: NC=O.NCN
**Maximum force**: 0.010 Eh/bohr

CARTESIAN COORDINATES (ANGSTROEM)
N1 -0.453 -2.029 -1.459
C1 -0.323 -0.632 -1.832
N2 0.989 -0.017 -1.689
H1 0.147 -2.643 -1.992
H2 -0.302 -2.188 -0.473
H3 -0.694 -0.540 -2.846
H4 -1.079 -0.080 -1.272
H5 1.567 -0.617 -1.114
H6 1.473 0.097 -2.571
C2 0.111 0.707 1.939
N3 -1.240 0.864 1.733
O1 0.925 1.584 1.812
H7 0.384 -0.290 2.325
H8 -1.738 0.116 1.275
H9 -1.493 1.779 1.381

No. 16
Entry from the OMol25 dataset: a cluster of 2 separate species, C2H9N3O in total (ωB97M-V with the def2-TZVPD basis set).

**E**: -8735.683 eV
**Kohn-Sham gap**: 10.38 eV
**SMILES**: [H]/N=N\N.CCO
**Maximum force**: 0.033 Eh/bohr

CARTESIAN COORDINATES (ANGSTROEM)
C1 -0.015 -0.208 -1.621
C2 -1.097 0.864 -1.573
O1 -0.439 -1.430 -1.074
H1 -0.736 -1.268 -0.165
H2 0.258 -0.426 -2.653
H3 0.884 0.156 -1.099
H4 -0.741 1.778 -2.043
H5 -1.990 0.520 -2.095
H6 -1.356 1.074 -0.533
N1 1.457 0.336 2.234
N2 0.280 0.220 1.674
N3 -0.373 -0.810 1.738
H7 1.874 -0.431 2.788
H8 1.938 1.215 2.158
H9 0.057 -1.590 2.266